No. 1
42
Properties=species:S:1:pos:R:3:forces:R:3 method="wB97M-V/def2-TZVPD" total_energy_ev=-39359.40773 charge=0 homo_ev=-8.9 mol_weight_g_mol=337.4 e_lumo_ha=0.018
C 0.799777 -2.931682 -0.224157 0.11 -0.21 -0.39
O -0.109306 -2.083064 0.471630 0.04 0.05 0.39
C -1.067772 -1.534741 -0.266731 -0.17 0.28 0.20
O -1.247349 -1.771441 -1.432484 0.07 -0.04 -0.19
C -1.904823 -0.547060 0.541810 -0.01 -0.26 0.20
N -1.874304 0.708362 -0.179317 -0.35 -0.29 -0.11
C -1.345420 1.823272 0.365261 -0.36 0.23 -0.47
O -1.116714 1.943929 1.551277 0.21 0.14 0.35
C -1.040823 2.936631 -0.633040 0.22 -0.12 0.24
C 0.452793 3.251971 -0.512651 0.07 0.14 0.07
C 1.248303 2.011805 -0.681060 -0.20 -0.24 -0.30
N 0.894164 0.923767 -1.283984 -0.87 1.15 -0.05
N 1.909096 0.047751 -1.160347 1.39 -0.65 0.33
C 2.843973 0.642415 -0.482308 -0.76 -0.19 -0.46
C 4.116239 0.097662 -0.101578 0.63 0.24 0.40
C 4.551538 -1.207120 -0.467174 -0.04 0.07 0.01
C 5.785260 -1.485955 0.011755 0.25 0.23 0.24
S 6.446062 -0.176517 0.916217 -0.39 -0.12 -0.25
C 5.046079 0.765628 0.648490 0.10 -0.24 -0.05
O 2.484010 1.906194 -0.147133 0.20 -0.08 0.06
C -3.341352 -1.072755 0.757617 0.04 0.17 -0.05
C -4.038877 -0.227734 1.820135 0.18 -0.23 -0.09
C -4.140044 -1.072588 -0.543006 0.12 -0.22 0.14
H 1.479145 -3.328944 0.525299 -0.04 0.02 0.00
H 1.338258 -2.339428 -0.967292 -0.04 -0.12 0.08
H 0.257939 -3.736646 -0.724027 0.07 0.02 0.06
H -1.427939 -0.382377 1.513637 -0.07 -0.03 -0.22
H -1.893924 0.609925 -1.184208 0.14 0.16 0.06
H -1.618592 3.824735 -0.374961 -0.02 -0.07 -0.02
H -1.280437 2.624726 -1.647855 -0.05 0.05 -0.02
H 0.756634 3.990040 -1.259993 -0.01 0.01 0.08
H 0.668186 3.655727 0.479238 -0.04 0.02 -0.08
H 3.954132 -1.873701 -1.059628 -0.08 -0.17 -0.13
H 6.359195 -2.382874 -0.107161 0.07 -0.22 -0.06
H 4.973482 1.754915 1.054183 -0.07 0.21 0.07
H -3.254481 -2.102465 1.122364 0.02 0.02 0.00
H -4.067003 0.813951 1.510458 -0.03 0.16 -0.02
H -3.510403 -0.285748 2.768139 0.03 0.04 0.14
H -5.058586 -0.574876 1.968548 -0.12 0.00 0.02
H -3.596036 -1.589516 -1.328670 -0.06 -0.03 -0.12
H -5.093429 -1.573658 -0.393206 -0.12 0.00 0.00
H -4.336649 -0.052532 -0.864096 -0.06 0.12 -0.05

=====

No. 2
15
Properties=species:S:1:pos:R:3:forces:R:3 method="wB97M-V/def2-TZVPD" total_energy_ev=-7812.92730 charge=+1 homo_ev=-15.5 mol_weight_g_mol=80.1 e_lumo_ha=-0.192
C -0.345025 1.774986 0.430869 -1.30 0.09 -2.05
C 1.828650 0.916657 0.024865 -1.30 -0.18 -3.35
N 0.661951 0.703015 0.517379 1.66 1.22 -0.49
H -0.818434 1.796227 1.407979 -0.70 0.23 -0.40
H -1.089583 1.613417 -0.579469 1.91 0.07 3.32
H 0.174033 2.739547 0.219327 -0.33 -0.82 0.36
H 1.952266 1.872500 -0.599504 0.25 -1.23 1.55
H 2.370085 0.017267 -0.330503 0.53 0.61 1.35
H 0.546406 -0.226042 0.960115 -0.71 -0.19 -0.12
H -1.686976 -0.816144 -1.760274 -1.29 -1.08 -0.06
H -2.499792 -2.036158 -0.906768 -1.55 -0.59 -0.93
O -1.812833 -1.415478 -1.010679 3.00 1.73 0.87
H -0.141770 -1.867678 -0.081460 -0.07 -1.04 0.67
H 0.511039 -3.045279 0.948283 -0.69 3.35 -0.94
O 0.349984 -2.026838 0.759843 0.59 -2.17 0.22

=====

No. 3
106
Properties=species:S:1:pos:R:3:forces:R:3 method="wB97M-V/def2-TZVPD" total_energy_ev=-152647.31743 charge=-1 homo_ev=-4.5 mol_weight_g_mol=1351.2 e_lumo_ha=0.042
Sr -0.682123 0.454227 -0.022866 0.25 0.56 -1.40
Cl 0.593862 7.825966 6.244969 0.01 0.05 0.04
C 0.332531 6.438818 5.224880 -0.02 -0.11 -0.07
C 0.554662 5.168121 5.728855 -0.01 -0.03 -0.03
C 0.340559 4.072963 4.904864 -0.02 0.13 -0.01
C -0.091185 4.228994 3.586060 0.13 -0.33 0.26
C -0.303139 5.516863 3.109008 -0.01 -0.01 -0.06
C -0.094485 6.621716 3.921285 -0.01 0.10 0.00
C -0.306127 3.013721 2.741588 -0.14 0.29 -0.09
C -1.632502 2.776356 2.331840 -0.06 0.03 -0.20
C -2.794208 3.556774 2.749479 0.05 -0.03 0.03
C -3.883032 2.985698 2.187286 0.03 0.04 -0.14
C -3.412919 1.819080 1.441944 0.13 0.13 0.43
C -4.238329 0.813561 0.915194 -0.30 0.00 0.02
C -5.709745 1.082029 0.848208 0.09 -0.03 -0.02
C -6.348505 1.139282 -0.388573 -0.01 0.00 0.01
C -7.716982 1.343638 -0.483890 -0.02 0.00 0.01
C -8.459375 1.491095 0.675514 0.13 -0.03 -0.03
Cl -10.178396 1.745697 0.569433 -0.08 0.01 0.00
C -7.854202 1.430079 1.918523 0.00 0.00 0.06
C -6.484822 1.221580 1.996423 0.00 0.01 0.00
C -3.856309 -0.506384 0.585988 -0.14 -0.32 0.24
N -2.597560 -0.976061 0.558825 0.32 -0.06 0.31
C -2.634110 -2.335404 0.505022 -0.14 0.07 -0.21
C -1.525942 -3.193294 0.528112 -0.05 -0.16 -0.18
C -1.811399 -4.646986 0.305394 -0.03 0.07 0.28
C -2.234718 -5.457258 1.355045 0.01 -0.10 -0.08
C -2.487489 -6.809271 1.158436 0.01 0.04 0.02
C -2.312660 -7.348609 -0.103965 0.02 0.12 0.00
Cl -2.621275 -9.042508 -0.366414 -0.01 -0.07 0.00
C -1.897579 -6.561189 -1.165377 0.00 -0.03 -0.06
C -1.648215 -5.213345 -0.954335 -0.01 0.03 0.00
C -0.159363 -2.864076 0.680272 0.05 0.05 -0.11
C 0.947964 -3.798139 0.676210 0.10 0.00 -0.01
C 2.091106 -3.055334 0.740728 -0.03 0.02 -0.13
C 1.677069 -1.669055 0.834964 -0.12 -0.14 0.22
N 0.330397 -1.613633 0.802743 -0.20 0.07 0.15
C 2.518217 -0.561369 1.087208 0.42 -0.13 0.13
C 2.139194 0.680557 1.606957 -0.19 0.10 0.28
C 3.017371 1.635082 2.267861 0.01 0.06 -0.13
C 2.221770 2.590175 2.806731 0.02 -0.04 -0.02
C 0.849266 2.247598 2.449000 0.06 0.04 -0.16
N 0.859091 1.108251 1.738299 -0.28 -0.18 0.29
C 3.979994 -0.747902 0.826426 -0.07 0.07 -0.11
C 4.505088 -0.183043 -0.335364 0.02 -0.03 0.05
C 5.847962 -0.322031 -0.652617 0.02 0.02 -0.03
C 6.670370 -1.030211 0.207766 -0.14 -0.01 0.07
Cl 8.358889 -1.218510 -0.171223 0.08 0.00 -0.03
C 6.173807 -1.593756 1.372102 0.04 -0.01 0.01
C 4.827430 -1.449645 1.675782 -0.08 0.01 0.00
C -4.027909 -2.755783 0.427364 0.05 0.03 0.06
C -4.782300 -1.633317 0.482365 0.06 0.06 -0.13
N -2.060065 1.778802 1.514636 0.06 -0.28 0.37
H 0.883849 5.038746 6.750878 0.00 0.01 0.00
H 0.503830 3.073762 5.288178 0.00 -0.01 0.00
H -0.628214 5.652151 2.084808 0.00 0.01 0.01
H -0.255383 7.623488 3.546396 0.00 -0.01 -0.01
H -2.782531 4.404327 3.416054 0.01 0.01 -0.01
H -4.906746 3.306010 2.295691 0.01 -0.02 -0.01
H -5.758560 1.021020 -1.288017 0.01 0.00 -0.02
H -8.204135 1.388175 -1.448418 -0.01 0.00 0.00
H -8.449869 1.533827 2.815399 0.00 0.00 -0.01
H -6.005530 1.152495 2.965298 -0.02 0.00 0.00
H -2.363481 -5.023302 2.338543 0.00 0.01 0.00
H -2.813114 -7.437076 1.976657 0.00 -0.01 -0.01
H -1.779679 -7.000004 -2.147291 0.00 0.00 0.00
H -1.330353 -4.579197 -1.774248 0.01 -0.01 -0.02
H 0.880179 -4.875931 0.655252 -0.05 0.01 -0.03
H 3.105715 -3.422534 0.761018 0.02 0.02 0.03
H 4.092463 1.570233 2.331350 0.00 -0.02 -0.01
H 2.538791 3.444128 3.383034 -0.01 0.02 0.00
H 3.845263 0.366263 -0.997282 0.01 -0.01 -0.01
H 6.247558 0.114664 -1.558972 0.00 0.00 0.00
H 6.837434 -2.135063 2.032835 0.00 0.00 0.00
H 4.424524 -1.879873 2.584898 0.04 -0.01 0.01
H -4.383087 -3.773220 0.378928 0.02 -0.01 -0.01
H -5.859400 -1.574805 0.482595 0.00 0.02 0.01
I -3.115125 3.062794 -1.810950 0.04 -0.11 -0.23
C -2.792365 2.368940 -3.804406 0.06 -0.02 0.13
I -1.969273 0.408329 -3.902457 -0.14 0.15 0.04
H -2.087416 3.041758 -4.275383 0.03 0.00 0.03
H -3.747910 2.374873 -4.311931 0.00 0.00 0.01
N 0.747489 -3.914588 -4.627049 -0.02 -0.03 0.04
C 0.997432 -3.361172 -3.406331 -0.02 0.13 -0.08
N 1.691745 -4.128822 -2.551510 0.05 0.00 0.09
S 0.483261 -1.820611 -3.027956 -0.01 -0.11 0.05
H 1.349188 -4.644698 -4.971943 0.00 0.00 0.01
H 0.370999 -3.278405 -5.308053 -0.01 0.00 -0.02
H 1.813261 -5.113332 -2.718983 0.00 0.01 0.01
H 1.813526 -3.783272 -1.608143 -0.06 -0.04 0.00
F 7.004423 -0.052834 -5.778180 -0.01 0.03 0.01
C 6.885806 1.110310 -5.108551 0.04 0.04 -0.04
F 7.166162 2.094926 -5.997717 -0.01 -0.03 0.01
F 7.893547 1.140805 -4.206998 -0.01 -0.01 0.02
C 5.547245 1.284923 -4.472091 -0.02 -0.05 -0.02
C 5.319116 2.402395 -3.674623 -0.03 -0.02 0.00
C 4.087036 2.583924 -3.075217 0.08 0.01 -0.02
C 3.050709 1.652356 -3.250390 -0.02 -0.01 0.05
C 3.298049 0.538427 -4.066208 0.04 0.04 -0.01
C 4.532079 0.357499 -4.667419 0.00 0.01 0.02
C 1.808439 1.794422 -2.561030 -0.04 -0.04 0.08
C 0.775545 1.832945 -1.891886 0.04 -0.07 0.01
H 6.114731 3.121599 -3.521867 -0.02 0.02 0.02
H 3.909816 3.442473 -2.441470 -0.01 0.00 0.00
H 2.510433 -0.191932 -4.195861 -0.01 0.00 0.00
H 4.712913 -0.512884 -5.283996 -0.01 0.00 0.00

=====

No. 4
10
Properties=species:S:1:pos:R:3:forces:R:3 method="wB97M-V/def2-TZVPD" total_energy_ev=-9315.37446 charge=0 homo_ev=-9.7 mol_weight_g_mol=88.1 e_lumo_ha=-0.031
O -0.814057 1.916327 0.286350 -1.02 -5.89 -3.17
C -1.149370 0.798927 -0.326835 0.52 5.25 3.93
C -0.626039 -0.630122 -0.019668 2.59 3.53 -2.19
O -1.421680 -1.480066 0.048658 -1.86 -2.25 0.41
C 0.886971 -0.704216 0.208917 -0.97 -1.62 -3.19
O 1.664117 0.318801 -0.244644 1.00 4.20 -0.21
H -2.091113 0.785918 -0.864614 -0.22 0.11 -0.61
H 0.671268 -0.701454 1.211983 1.41 -0.84 3.50
H 1.315488 -1.623231 -0.376469 -0.95 1.18 2.00
H 1.564417 1.319115 0.076319 -0.49 -3.67 -0.47

=====

No. 5
34
Properties=species:S:1:pos:R:3:forces:R:3 method="wB97M-V/def2-TZVPD" total_energy_ev=-94258.27623 charge=0 homo_ev=-9.1 mol_weight_g_mol=340.2 e_lumo_ha=0.017
C -7.345388 -2.268380 -0.563061 0.10 0.20 0.08
C -6.806113 -0.919937 -0.106534 0.04 -0.08 -0.16
C -5.390477 -0.703397 -0.634693 -0.53 -0.60 -0.25
N -4.873887 0.568649 -0.196193 1.53 0.67 0.49
N -5.673769 1.638753 -0.086241 -1.11 -0.47 -0.26
N -4.967947 2.634150 0.240876 -0.33 0.81 0.02
N -3.694243 2.302608 0.363467 1.14 -0.60 0.12
C -3.624421 1.011310 0.099467 -1.13 0.16 0.00
N -2.416199 0.349597 0.094022 0.38 0.38 -0.14
C -2.118090 -0.944433 0.368636 0.32 0.06 -0.01
O -2.917923 -1.822959 0.591184 0.10 -0.19 0.13
C -0.616933 -1.227830 0.366899 -0.03 -0.44 0.09
O 0.112551 -0.055261 0.100129 -0.04 0.07 0.00
C 1.478578 -0.117156 0.070027 0.35 0.14 -0.04
C 2.226540 -1.268467 0.283970 -0.42 0.04 0.00
C 3.609326 -1.212775 0.226912 0.23 0.20 -0.05
C 4.238429 -0.012382 -0.043101 0.24 -0.11 0.01
Br 6.139000 0.054795 -0.122082 -0.20 0.00 0.01
C 3.503676 1.143615 -0.257830 0.04 -0.10 0.02
C 2.127697 1.088202 -0.200525 -0.22 -0.19 0.05
H -8.348204 -2.422689 -0.174693 -0.09 -0.08 -0.01
H -6.708899 -3.074556 -0.205547 0.02 -0.15 0.01
H -7.386668 -2.317872 -1.648837 -0.03 -0.07 -0.13
H -6.788093 -0.879231 0.983917 0.00 0.09 0.02
H -7.449635 -0.114266 -0.461443 0.01 -0.04 0.11
H -4.725018 -1.490313 -0.275403 -0.12 0.25 -0.11
H -5.395407 -0.712614 -1.730986 0.02 -0.03 0.09
H -1.626187 0.987177 0.066314 -0.11 -0.13 -0.05
H -0.429037 -1.999838 -0.392314 -0.04 0.11 0.10
H -0.362836 -1.646148 1.350609 -0.05 0.06 -0.13
H 1.754645 -2.214324 0.495634 -0.08 -0.08 0.02
H 4.190714 -2.106297 0.393240 0.04 -0.05 0.01
H 4.003721 2.076113 -0.467392 0.03 0.06 -0.01
H 1.534147 1.973555 -0.363228 -0.07 0.11 -0.02

=====

No. 6
76
Properties=species:S:1:pos:R:3:forces:R:3 method="wB97M-V/def2-TZVPD" total_energy_ev=-211723.74310 charge=0 homo_ev="-7.9 / -8.0" s2=16.00 mol_weight_g_mol=1010.0 e_lumo_ha="-0.029 / -0.029" multiplicity=8
Gd 11.688463 17.668291 12.432302 0.01 -1.11 0.16
Br 8.478196 11.638961 15.978781 -0.07 -0.20 -0.08
C 9.009959 13.279569 15.223656 1.65 1.64 0.47
C 8.060909 14.219827 14.799810 -0.39 -0.19 -0.45
C 8.403103 15.509061 14.335480 -0.89 -2.25 1.25
C 9.739370 15.920510 14.381720 -0.16 -0.10 -1.62
O 10.075945 17.073346 13.892059 0.41 0.31 0.10
C 10.704405 14.936943 14.752009 0.25 -0.07 1.26
C 12.113699 15.123048 14.761843 0.08 1.28 -0.27
N 12.815530 16.067171 14.243712 -1.29 -0.03 -1.18
C 14.179918 15.869238 14.146419 0.71 0.02 1.60
C 14.945560 15.420491 15.233116 -1.64 0.12 -0.84
C 16.266132 15.166959 15.057842 2.51 0.35 -1.52
C 16.947467 15.566054 13.895484 0.56 -0.38 1.17
C 16.211489 16.124167 12.848528 1.07 -0.25 -0.03
C 16.831153 16.532582 11.640667 -0.64 0.56 -2.43
C 16.106815 16.917123 10.524565 -1.46 -0.48 2.01
C 14.674327 17.009277 10.727135 1.36 -0.71 0.82
N 14.105457 16.678150 11.853274 -0.72 0.06 1.07
C 14.826216 16.197700 12.948659 -0.39 0.95 -1.53
C 10.377502 13.681488 15.282837 -3.49 -0.59 -0.46
H 7.004489 13.868546 14.790391 0.82 0.56 -0.07
H 7.556445 16.077293 13.983706 0.40 0.62 -0.11
H 12.603604 14.336623 15.268764 0.93 -1.09 0.34
H 14.526503 15.229148 16.211458 -0.40 0.01 -0.13
H 16.811754 14.668370 15.823453 0.43 -0.07 0.61
H 18.060742 15.493038 13.812535 -1.20 -0.11 0.10
H 17.883650 16.536579 11.436999 0.61 -0.37 0.76
H 16.535056 17.096887 9.560078 0.25 0.27 -0.17
H 13.987292 17.329764 9.984691 -0.33 0.38 -0.89
H 11.051673 12.984044 15.748652 0.57 0.11 -0.21
Cl 16.051470 23.646690 14.118028 -0.03 0.34 0.17
C 14.845179 22.558958 13.556823 0.10 1.02 -0.48
C 14.359212 22.692873 12.259879 -0.27 -0.43 -1.27
Cl 14.713141 24.121697 11.264619 -0.07 -1.13 0.83
C 13.582138 21.645344 11.674384 1.13 2.44 -0.77
Cl 13.136419 21.584232 9.999637 0.11 0.49 0.23
C 13.181119 20.591299 12.413943 -0.59 -1.73 2.66
O 12.369621 19.681317 11.962738 0.23 -0.04 0.01
C 13.644994 20.546718 13.779492 -0.07 -0.98 0.58
Cl 13.351664 19.047531 14.749859 -0.23 1.25 -1.10
C 14.419270 21.522869 14.380627 -0.27 -0.63 -0.78
Cl 14.880036 21.443057 16.029949 0.09 -0.03 -0.10
C 6.920676 12.741884 11.017678 -2.36 1.18 -1.89
C 7.917343 12.320388 11.803180 1.00 -0.11 1.83
C 9.153585 12.943392 11.777724 0.54 0.47 -0.12
C 9.457013 13.990731 10.938708 -1.05 0.25 -1.08
C 8.395548 14.421569 10.064496 2.43 0.00 -0.81
C 7.191970 13.759550 10.088072 -0.56 1.00 -0.45
P 11.122794 14.740625 11.145651 -0.36 0.47 0.35
C 12.282609 13.420830 10.765542 1.32 -0.64 0.90
C 12.129088 12.581383 9.680300 -0.73 -0.74 0.03
C 12.958875 11.493165 9.418492 -1.70 1.51 -0.65
C 14.023518 11.279179 10.205160 0.75 -0.09 0.62
C 14.281708 12.127845 11.269018 -0.53 1.15 0.84
C 13.414894 13.185272 11.608485 -0.12 -0.52 -1.26
C 11.262767 15.886293 9.762954 0.17 -1.33 -2.02
C 11.501510 15.572447 8.387201 -0.33 -0.02 0.50
C 11.533089 16.566718 7.418293 0.42 -0.84 0.22
C 11.283848 17.856687 7.811366 0.04 1.52 -0.37
C 11.032543 18.161224 9.118004 -0.61 1.86 1.40
C 11.032828 17.169269 10.116448 -0.04 2.30 0.76
H 5.856234 12.438341 11.069729 0.97 -0.31 0.19
H 7.763216 11.693773 12.654770 -0.31 -0.82 0.11
H 9.902389 12.687748 12.495474 0.31 -0.52 0.48
H 8.646386 15.144250 9.228353 -0.55 -0.61 1.34
H 6.438660 14.180865 9.396501 0.18 -0.71 0.53
H 11.219415 12.635848 9.111122 -0.25 0.30 -0.34
H 12.721431 10.877582 8.576042 0.01 -0.41 -0.25
H 14.561829 10.412216 9.934952 1.22 -0.66 0.33
H 15.135464 12.048233 11.910676 0.46 -0.51 0.09
H 13.677534 13.795597 12.482185 -0.42 -0.16 -0.45
H 11.606490 14.539244 8.114450 0.28 -0.24 -0.21
H 11.821272 16.412696 6.383612 -0.21 -0.48 0.11
H 11.336154 18.692277 7.111319 -0.06 -0.34 -0.07
H 10.833106 19.259553 9.392926 0.41 -1.77 -0.37